Entry from the OMol25 dataset: 2 unconnected molecules or ions with the total composition C44H42N5 (wB97M-V/def2-TZVPD).

Last columns: bonded neighbours and bond lengths (Å).
Atoms and positions in Å:
1 C -6.93700 3.12657 -4.32312  C2 1.401, C39 1.400, H40 1.093
2 C -7.36410 3.12843 -2.98884  C1 1.401, C3 1.394, H41 1.090
3 C -6.87881 2.17331 -2.09754  C2 1.394, C4 1.402, H42 1.091
4 C -5.93774 1.23655 -2.54689  C3 1.402, N5 1.422, C38 1.395
5 N -5.43957 0.27124 -1.62953  C4 1.422, C6 1.425, C12 1.415
6 C -6.03149 -1.02342 -1.68417  N5 1.425, C7 1.392, C11 1.403
7 C -5.68076 -1.92360 -2.68605  C6 1.392, C8 1.398, H43 1.091
8 C -6.19165 -3.22385 -2.63261  C7 1.398, C9 1.399, H44 1.089
9 C -7.08440 -3.59067 -1.62046  C8 1.399, C10 1.401, H45 1.092
10 C -7.48676 -2.64926 -0.66381  C9 1.401, C11 1.392, H46 1.090
11 C -6.97062 -1.35731 -0.69703  C6 1.403, C10 1.392, H47 1.092
12 C -4.11621 0.39690 -1.14405  N5 1.415, C13 1.407, C37 1.396
13 C -3.90181 1.12873 0.03877  C12 1.407, C14 1.379, H48 1.086
14 C -2.63328 1.22202 0.57103  C13 1.379, C15 1.423, H49 1.089
15 C -1.51755 0.61313 -0.06776  C14 1.423, C16 1.422, C36 1.424
16 C -0.23706 0.75959 0.53401  C15 1.422, C17 1.416, H50 1.100
17 C 0.99558 0.75632 -0.16211  C16 1.416, C18 1.422, C35 1.436
18 C 2.17508 0.99666 0.59412  C17 1.422, C19 1.375, H51 1.089
19 C 3.42267 0.82953 0.03973  C18 1.375, C20 1.410, H52 1.086
20 C 3.54573 0.25622 -1.24205  C19 1.410, N21 1.404, C34 1.399
21 N 4.83193 -0.07041 -1.70130  C20 1.404, C22 1.423, C28 1.421
22 C 5.08662 -1.35061 -2.26731  N21 1.423, C23 1.391, C27 1.403
23 C 4.76656 -1.61002 -3.59633  C22 1.391, C24 1.398, H53 1.093
24 C 4.92543 -2.91018 -4.08511  C23 1.398, C25 1.399, H54 1.090
25 C 5.45242 -3.91312 -3.26366  C24 1.399, C26 1.401, H55 1.093
26 C 5.84778 -3.61337 -1.95325  C25 1.401, C27 1.391, H56 1.091
27 C 5.67284 -2.32817 -1.44952  C22 1.403, C26 1.391, H57 1.092
28 C 5.73675 0.97583 -2.02704  N21 1.421, C29 1.400, C33 1.397
29 C 6.82768 1.24123 -1.19042  C28 1.400, C30 1.394, H58 1.093
30 C 7.70144 2.27477 -1.52629  C29 1.394, C31 1.401, H59 1.091
31 C 7.51361 3.00193 -2.70878  C30 1.401, C32 1.400, H60 1.092
32 C 6.44597 2.69121 -3.56020  C31 1.400, C33 1.394, H61 1.090
33 C 5.54734 1.68284 -3.21743  C28 1.397, C32 1.394, H62 1.093
34 C 2.40510 0.06130 -2.02869  C20 1.399, C35 1.387, H63 1.091
35 C 1.17651 0.50741 -1.56495  C17 1.436, C34 1.387, H64 1.089
36 C -1.77119 -0.14795 -1.24477  C15 1.424, C37 1.387, H65 1.090
37 C -3.03876 -0.19388 -1.80576  C12 1.396, C36 1.387, H66 1.087
38 C -5.52872 1.20337 -3.88013  C4 1.395, C39 1.396, H67 1.092
39 C -6.03170 2.15625 -4.76834  C1 1.400, C38 1.396, H68 1.090
40 H -7.30823 3.88476 -5.01678  C1 1.093
41 H -8.07343 3.87516 -2.63068  C2 1.090
42 H -7.19288 2.12501 -1.05347  C3 1.091
43 H -5.00825 -1.60259 -3.48304  C7 1.091
44 H -5.87614 -3.94296 -3.38737  C8 1.089
45 H -7.46751 -4.61249 -1.57383  C9 1.092
46 H -8.19584 -2.91419 0.11988  C10 1.090
47 H -7.25377 -0.58580 0.02144  C11 1.092
48 H -4.75814 1.59451 0.51722  C13 1.086
49 H -2.46201 1.76804 1.49720  C14 1.089
50 H -0.20588 0.94273 1.61816  C16 1.100
51 H 2.06523 1.29074 1.63685  C18 1.089
52 H 4.33127 1.06766 0.58560  C19 1.086
53 H 4.38077 -0.79905 -4.21850  C23 1.093
54 H 4.62422 -3.12867 -5.10915  C24 1.090
55 H 5.55567 -4.93255 -3.64310  C25 1.093
56 H 6.28434 -4.37782 -1.30959  C26 1.091
57 H 5.96329 -2.04357 -0.43605  C27 1.092
58 H 6.95324 0.63298 -0.29163  C29 1.093
59 H 8.52892 2.50847 -0.85492  C30 1.091
60 H 8.19730 3.81385 -2.96610  C31 1.092
61 H 6.29920 3.23478 -4.49379  C32 1.090
62 H 4.70209 1.41332 -3.85537  C33 1.093
63 H 2.51497 -0.40559 -3.00831  C34 1.091
64 H 0.34986 0.61614 -2.26623  C35 1.089
65 H -0.97688 -0.73940 -1.70004  C36 1.090
66 H -3.21022 -0.68292 -2.76165  C37 1.087
67 H -4.82865 0.42889 -4.19868  C38 1.092
68 H -5.70199 2.13344 -5.80689  C39 1.090
69 C -0.94271 -1.87077 5.08126  C70 1.512, C74 1.506, H79 1.092, H80 1.091
70 C -1.27074 -0.72168 4.15453  C69 1.512, N71 1.453, H81 1.092, H82 1.103
71 N -0.15178 0.15728 3.86188  C70 1.453, C72 1.315
72 C 0.73940 0.27181 4.82159  N71 1.315, N73 1.371, N78 1.374
73 N 0.77231 -0.43350 5.99637  C72 1.371, C74 1.454, C75 1.456
74 C -0.29152 -1.36302 6.34075  C69 1.506, N73 1.454, H83 1.105, H84 1.092
75 C 1.73566 -0.20846 7.06411  N73 1.456, C76 1.503, H85 1.096, H86 1.102
76 C 2.45639 1.10356 6.92762  C75 1.503, C77 1.518, H87 1.095, H88 1.095
77 C 2.89082 1.35565 5.49541  C76 1.518, N78 1.435, H89 1.095, H90 1.101
78 N 1.75677 1.17610 4.63387  C72 1.374, C77 1.435, H91 1.011
79 H -1.83574 -2.44018 5.34766  C69 1.092
80 H -0.25612 -2.56211 4.58975  C69 1.091
81 H -1.60298 -1.11174 3.18987  C70 1.092
82 H -2.11266 -0.15457 4.58604  C70 1.103
83 H -1.02289 -0.82899 6.97322  C74 1.105
84 H 0.12936 -2.17600 6.93627  C74 1.092
85 H 1.19210 -0.23865 8.01495  C75 1.096
86 H 2.45318 -1.04500 7.08180  C75 1.102
87 H 1.77887 1.90104 7.25059  C76 1.095
88 H 3.32490 1.12301 7.59444  C76 1.095
89 H 3.25550 2.38338 5.39277  C77 1.095
90 H 3.72452 0.68368 5.24067  C77 1.101
91 H 1.74892 1.65084 3.74110  N78 1.011

* charge: +1
* energy above the lowest of the compared OMol25 structures with the same formula, charge and spin: 0.2397 eV
* 2S+1: 1
* LUMO: -4.7351 eV
* E: -53752.9743 eV
* HOMO level: -10.03 eV

=====

Entry from the OMol25 dataset: 7 unconnected molecules or ions with the total composition C44H42N9O2PS3 (wB97M-V/def2-TZVPD).

Last columns: bonded neighbours and bond lengths (Å).
Atoms and positions in Å:
1 O -1.02449 -3.80283 -1.06893  P2 1.478
2 P -0.14435 -4.39340 -0.03912  O1 1.478, C3 1.819, H30 1.404, H31 1.411
3 C 0.06625 -3.40289 1.47237  P2 1.819, C4 1.398, C12 1.396
4 C 1.34271 -3.23396 2.01593  C3 1.398, O5 1.374, C6 1.387
5 O 2.44752 -3.84496 1.47294  C4 1.374, H32 0.963
6 C 1.53932 -2.40591 3.11162  C4 1.387, C7 1.386, N29 1.429
7 C 0.44449 -1.76730 3.67292  C6 1.386, C8 1.385, S19 1.777
8 C -0.83574 -1.93816 3.17264  C7 1.385, N9 1.429, C12 1.388
9 N -1.96327 -1.29377 3.76811  C8 1.429, C10 1.212
10 C -2.04637 -0.08464 3.76239  N9 1.212, S11 1.560
11 S -2.21980 1.46277 3.66711  C10 1.560
12 C -1.02068 -2.76496 2.07309  C3 1.396, C8 1.388, C13 1.491
13 C -2.39694 -2.92081 1.52238  C12 1.491, C14 1.385, C18 1.388
14 C -2.99933 -4.16758 1.53930  C13 1.385, C15 1.384, H33 1.084
15 C -4.27804 -4.35684 1.04604  C14 1.384, C16 1.383, H34 1.081
16 C -4.96616 -3.27025 0.53663  C15 1.383, C17 1.385, H35 1.082
17 C -4.36949 -2.02018 0.51755  C16 1.385, C18 1.380, H36 1.082
18 C -3.08865 -1.83859 0.99681  C13 1.388, C17 1.380, H37 1.082
19 S 0.76234 -0.69724 5.05606  C7 1.777, C20 1.777
20 C 2.26048 0.03473 4.44194  S19 1.777, C21 1.380, C28 1.387
21 C 2.51791 1.38323 4.58645  C20 1.380, C22 1.385, H38 1.080
22 C 3.69211 1.88349 4.04827  C21 1.385, C23 1.379, H39 1.081
23 C 4.57271 1.05844 3.38081  C22 1.379, C24 1.382, H40 1.081
24 C 4.30658 -0.29206 3.25349  C23 1.382, N25 1.436, C28 1.386
25 N 5.22545 -1.16334 2.57564  C24 1.436, C26 1.208
26 C 5.14771 -1.25619 1.37380  N25 1.208, S27 1.568
27 S 5.00498 -1.45985 -0.17413  C26 1.568
28 C 3.13867 -0.81431 3.78552  C20 1.387, C24 1.386, N29 1.430
29 N 2.84509 -2.20831 3.65667  C6 1.429, C28 1.430, H41 1.020
30 H 1.16564 -4.59398 -0.50307  P2 1.404
31 H -0.53890 -5.66357 0.43059  P2 1.411
32 H 2.36729 -4.80278 1.53521  O5 0.963
33 H -2.45830 -5.01302 1.94945  C14 1.084
34 H -4.73410 -5.33731 1.05675  C15 1.081
35 H -5.97312 -3.39251 0.16089  C16 1.082
36 H -4.93656 -1.19013 0.11762  C17 1.082
37 H -2.63262 -0.85825 0.94708  C18 1.082
38 H 1.80923 2.03178 5.07981  C21 1.080
39 H 3.88855 2.94232 4.13910  C22 1.081
40 H 5.47436 1.47226 2.95030  C23 1.081
41 H 2.84629 -2.61894 4.59089  N29 1.020
42 N -0.86190 4.31832 0.48012  C43 1.369, C46 1.369, H47 1.003
43 C -0.33042 4.55299 -0.75948  N42 1.369, C44 1.369, H48 1.077
44 C -0.59143 3.46039 -1.54137  C43 1.369, C45 1.421, H49 1.077
45 C -1.31272 2.53097 -0.74353  C44 1.421, C46 1.370, H50 1.078
46 C -1.46426 3.08904 0.49824  N42 1.369, C45 1.370, H51 1.078
47 H -0.81606 4.95113 1.25666  N42 1.003
48 H 0.18536 5.47244 -0.97796  C43 1.077
49 H -0.29836 3.33926 -2.57048  C44 1.077
50 H -1.67529 1.56307 -1.04856  C45 1.078
51 H -1.94514 2.71485 1.38718  C46 1.078
52 N -6.62756 -7.70255 0.42296  C53 1.370, C56 1.370, H57 1.003
53 C -7.87234 -7.25662 0.06609  N52 1.370, C54 1.368, H58 1.076
54 C -7.89736 -7.12509 -1.29536  C53 1.368, C55 1.422, H59 1.077
55 C -6.61643 -7.50771 -1.78095  C54 1.422, C56 1.369, H60 1.077
56 C -5.85654 -7.86004 -0.69848  N52 1.370, C55 1.369, H61 1.076
57 H -6.32772 -7.88650 1.36251  N52 1.003
58 H -8.62895 -7.07441 0.80951  C53 1.076
59 H -8.73791 -6.79029 -1.87930  C54 1.077
60 H -6.29166 -7.52181 -2.80761  C55 1.077
61 H -4.83991 -8.20727 -0.63003  C56 1.076
62 N 4.17928 1.67820 -1.14383  C63 1.367, C66 1.367, H67 1.009
63 C 4.60836 2.54712 -2.10735  N62 1.367, C64 1.372, H68 1.077
64 C 3.62105 3.47877 -2.30350  C63 1.372, C65 1.421, H69 1.077
65 C 2.55595 3.15834 -1.41949  C64 1.421, C66 1.370, H70 1.077
66 C 2.93284 2.04447 -0.71739  N62 1.367, C65 1.370, H71 1.077
67 H 4.69408 0.88396 -0.79556  N62 1.009
68 H 5.57217 2.42559 -2.57286  C63 1.077
69 H 3.65141 4.29619 -3.00471  C64 1.077
70 H 1.61924 3.67997 -1.31565  C65 1.077
71 H 2.41851 1.48007 0.04257  C66 1.077
72 N 4.18912 6.30201 -5.15039  C73 1.367, C76 1.368, H77 1.003
73 C 3.88828 5.56793 -6.26400  N72 1.367, C74 1.369, H78 1.076
74 C 3.25957 6.39654 -7.15448  C73 1.369, C75 1.422, H79 1.077
75 C 3.18066 7.68251 -6.55352  C74 1.422, C76 1.369, H80 1.077
76 C 3.76347 7.59142 -5.31786  N72 1.368, C75 1.369, H81 1.077
77 H 4.65181 5.94778 -4.33406  N72 1.003
78 H 4.14633 4.52477 -6.32677  C73 1.076
79 H 2.89714 6.11378 -8.12845  C74 1.077
80 H 2.74628 8.57102 -6.98003  C75 1.077
81 H 3.91133 8.32946 -4.54800  C76 1.077
82 N 8.65079 4.95496 -2.38921  C83 1.368, C86 1.369, H87 1.003
83 C 7.35337 5.27408 -2.68190  N82 1.368, C84 1.370, H88 1.078
84 C 7.36758 6.39505 -3.46907  C83 1.370, C85 1.421, H89 1.076
85 C 8.72652 6.76402 -3.66095  C84 1.421, C86 1.369, H90 1.077
86 C 9.49330 5.85556 -2.98275  N82 1.369, C85 1.369, H91 1.076
87 H 8.94058 4.17917 -1.82364  N82 1.003
88 H 6.53585 4.68216 -2.30393  C83 1.078
89 H 6.50371 6.90063 -3.86387  C84 1.076
90 H 9.09614 7.59913 -4.23149  C85 1.077
91 H 10.56077 5.77291 -2.87262  C86 1.076
92 N -7.59492 -3.26064 2.55325  C93 1.367, C96 1.365, H97 1.005
93 C -8.53596 -2.39440 3.03485  N92 1.367, C94 1.371, H98 1.076
94 C -9.75652 -3.01147 2.94629  C93 1.371, C95 1.422, H99 1.077
95 C -9.53871 -4.30211 2.39079  C94 1.422, C96 1.370, H100 1.078
96 C -8.19275 -4.42416 2.16421  N92 1.365, C95 1.370, H101 1.075
97 H -6.60923 -3.07421 2.49256  N92 1.005
98 H -8.26006 -1.41792 3.39408  C93 1.076
99 H -10.70004 -2.58575 3.24389  C94 1.077
100 H -10.28435 -5.05178 2.18334  C95 1.078
101 H -7.61079 -5.23267 1.75904  C96 1.075

* charge: 0
* 2S+1: 1
* LUMO: -0.1507 eV
* E: -105607.3635 eV
* HOMO level: -8.10 eV

=====

Kohn-Sham gap per entry: 5.29; 7.95 eV